Formula: C47H46AsI2MoN11O2
Source: OMol25
Level of theory: wB97M-V/def2-TZVPD

Last column: Mulliken spin population.
Cartesian coordinates (Å):
1 Mo 17.9049 -11.7604 -6.1110  1.871
2 I 11.7660 -11.8944 -6.9906  0.012
3 C 12.9833 -11.0165 -5.5466  0.056
4 C 12.4433 -10.4772 -4.3622  -0.020
5 C 13.2834 -9.9381 -3.3990  0.052
6 I 12.5842 -9.5580 -1.4066  0.004
7 C 14.7015 -9.7787 -3.7025  -0.006
8 C 15.5599 -9.0157 -2.9077  -0.017
9 C 16.9249 -9.1666 -3.0332  0.010
10 C 17.4111 -10.1344 -3.9300  -0.005
11 N 16.5919 -10.6898 -4.8962  0.012
12 C 15.2294 -10.4986 -4.8468  0.020
13 C 14.3629 -10.8497 -5.9861  -0.023
14 O 14.6979 -10.9786 -7.2012  0.050
15 H 11.3769 -10.4251 -4.2631  0.000
16 H 15.0719 -8.4007 -2.1685  0.000
17 H 17.6989 -8.6357 -2.4772  0.000
18 H 18.4996 -10.4623 -3.8332  0.001
19 C 15.8670 -14.2317 -6.3409  0.030
20 N 16.9056 -13.4848 -6.9716  -0.086
21 C 17.4656 -13.8961 -8.1314  0.018
22 C 18.0715 -12.8478 -8.8526  0.004
23 C 18.6516 -12.6875 -10.1418  0.046
24 C 18.8888 -11.3291 -10.3499  -0.014
25 C 18.6216 -10.7282 -9.1430  0.073
26 N 18.1009 -11.6173 -8.2295  -0.013
27 C 14.8501 -14.9196 -7.2448  -0.005
28 C 14.5978 -14.5483 -8.5656  -0.004
29 C 13.4817 -15.0833 -9.2282  0.000
30 C 12.6671 -16.0048 -8.6097  0.001
31 C 12.9840 -16.4329 -7.3171  -0.001
32 C 14.0314 -15.8442 -6.6134  -0.001
33 H 15.3312 -13.6083 -5.6348  0.003
34 H 16.3082 -15.0507 -5.7476  -0.006
35 H 17.5518 -14.9508 -8.4905  -0.004
36 H 18.8577 -13.4970 -10.8796  0.001
37 H 19.2433 -10.8661 -11.2601  0.001
38 H 18.6929 -9.6623 -8.8372  0.001
39 H 15.1244 -13.7421 -9.0096  0.006
40 H 13.3093 -14.7480 -10.2317  0.000
41 H 11.7800 -16.4021 -9.1397  0.000
42 H 12.4090 -17.2617 -6.9424  0.000
43 H 14.2195 -16.1238 -5.5287  0.000
44 C 23.1501 -9.1624 -5.7667  -0.002
45 N 21.6923 -9.4781 -5.7562  0.004
46 C 20.9779 -10.5180 -6.1505  0.021
47 N 19.6862 -10.2338 -5.9813  -0.118
48 C 19.6904 -8.9469 -5.5763  0.023
49 N 20.8513 -8.3868 -5.3376  0.000
50 C 23.6490 -8.8068 -4.3956  0.001
51 C 24.3561 -7.5824 -4.3039  0.000
52 C 24.8339 -7.1349 -3.0592  0.000
53 C 24.6674 -7.9208 -1.9212  0.000
54 C 23.9798 -9.1315 -2.0451  0.000
55 C 23.4891 -9.6131 -3.2430  -0.002
56 C 23.7014 -10.0514 -0.8994  0.000
57 N 23.9380 -10.0911 0.3525  0.000
58 N 23.7446 -11.3933 0.8636  0.000
59 C 23.2707 -12.1055 -0.1227  0.000
60 O 23.1639 -11.3122 -1.2804  0.000
61 C 22.7562 -13.4513 -0.2210  0.000
62 C 22.9182 -14.4556 0.7681  0.000
63 C 22.5119 -15.7587 0.5188  0.000
64 C 21.9930 -16.0895 -0.7472  0.000
65 C 21.8480 -15.0878 -1.7387  0.001
66 C 21.1777 -15.3765 -3.0745  -0.002
67 N 20.2191 -14.2886 -3.5253  0.008
68 C 19.9599 -13.5646 -4.6013  0.047
69 N 18.8186 -12.8492 -4.4058  -0.084
70 C 18.3931 -13.2163 -3.1803  0.031
71 N 19.1629 -14.1135 -2.5522  -0.002
72 C 22.1633 -13.7845 -1.4277  -0.001
73 H 23.3556 -8.2942 -6.4536  0.000
74 H 23.6587 -10.0889 -6.1274  0.001
75 H 21.4546 -11.3850 -6.6197  -0.006
76 H 18.7797 -8.4000 -5.3284  0.002
77 H 24.4986 -7.0018 -5.2073  0.000
78 H 25.4062 -6.1879 -2.9636  0.000
79 H 25.1448 -7.6726 -0.9438  0.000
80 H 22.9700 -10.5334 -3.2444  0.001
81 H 23.3759 -14.2713 1.7405  0.000
82 H 22.6581 -16.4774 1.2853  0.000
83 H 21.8182 -17.0991 -1.1049  0.000
84 H 20.5960 -16.3445 -2.9611  0.000
85 H 21.9211 -15.5212 -3.8918  0.000
86 H 20.5983 -13.4814 -5.4396  0.008
87 H 17.4628 -12.8184 -2.7265  -0.001
88 H 22.0146 -12.9263 -2.1362  0.000
89 C 12.0616 -9.7520 -10.0635  0.002
90 C 12.5842 -8.4048 -9.6148  0.000
91 As 14.6089 -8.3044 -9.7649  -0.001
92 C 14.8603 -6.9998 -11.2644  0.000
93 C 15.4677 -7.8061 -12.3904  0.000
94 C 14.9462 -7.0087 -8.2818  0.000
95 C 14.1550 -5.7224 -8.2745  0.000
96 H 11.0394 -9.9204 -9.7298  0.000
97 H 12.6972 -10.5234 -9.5746  0.000
98 H 12.1688 -9.8224 -11.1726  0.000
99 H 12.4681 -8.3679 -8.4650  0.000
100 H 12.1808 -7.4973 -10.0550  0.000
101 H 15.6315 -6.2344 -11.0182  0.000
102 H 13.9233 -6.4883 -11.4853  0.000
103 H 16.4472 -8.1678 -12.0026  0.000
104 H 15.7808 -7.1601 -13.1839  0.000
105 H 14.8343 -8.6392 -12.7173  0.000
106 H 16.0723 -6.9189 -8.3160  0.000
107 H 14.6473 -7.5872 -7.3607  0.000
108 H 14.1965 -5.2690 -9.2570  0.000
109 H 14.5486 -5.0618 -7.4987  0.000
110 H 13.0894 -5.8893 -8.0645  0.000

## Properties
HOMO energy (spin up / spin down)   -11.7 / -11.7 eV
2S+1   3
DFT total energy   -148846.93819 eV
Charge   +2
Gap between HOMO and LUMO (spin up / spin down)   3.360 / 3.681 eV
LUMO energy (spin up / spin down)   -8.3 / -8.0 eV

Formula: C26H21CuN9O2
Source: OMol25
Level of theory: wB97M-V/def2-TZVPD

Last column: natural (NBO) charge in e.
Cartesian coordinates (Å):
1 Cu 10.8745 12.0492 8.8162  0.964
2 C 15.2860 13.1694 5.5997  -0.280
3 C 14.3408 12.1309 5.7306  -0.209
4 C 13.5691 11.9995 6.8597  -0.289
5 C 13.6814 12.9289 7.9162  0.274
6 C 14.6035 14.0382 7.7363  -0.293
7 C 15.4212 14.1331 6.6444  -0.199
8 N 12.8363 12.9335 8.9626  -0.679
9 C 13.1587 13.3007 10.2510  0.221
10 C 14.4522 13.5490 10.7992  -0.302
11 C 14.5498 13.8937 12.1201  -0.167
12 C 13.4168 14.1578 12.8632  -0.306
13 C 12.1880 13.7336 12.4445  -0.169
14 C 11.9801 13.3115 11.1356  0.076
15 N 10.8399 12.8404 10.6039  -0.239
16 N 9.8662 12.8001 11.4531  -0.322
17 C 8.7081 12.3512 10.8567  0.320
18 C 7.4748 12.3452 11.5588  -0.246
19 C 6.3736 11.9100 10.8692  -0.178
20 C 6.4652 11.7539 9.4560  -0.289
21 C 7.6844 11.7579 8.8215  0.053
22 N 8.8132 12.0110 9.5386  -0.515
23 H 15.9654 13.2066 4.7255  0.195
24 H 14.2502 11.3786 4.9668  0.196
25 H 12.7696 11.2101 6.8709  0.213
26 H 14.6438 14.7732 8.5245  0.211
27 H 16.1700 14.9134 6.5546  0.199
28 H 15.2894 13.3908 10.1520  0.221
29 H 15.5391 14.1328 12.5566  0.201
30 H 13.4200 14.7317 13.7925  0.203
31 H 11.3078 13.6745 13.0978  0.226
32 H 7.4040 12.6986 12.6177  0.225
33 H 5.4420 11.8646 11.4175  0.209
34 H 5.5532 11.5590 8.8411  0.211
35 H 7.8701 11.4600 7.8138  0.192
36 N 10.4930 17.6090 7.8901  -0.538
37 C 10.2702 16.5695 7.3696  0.451
38 N 10.0088 15.5453 6.6079  -0.710
39 C 10.2145 14.3312 6.9689  0.573
40 N 10.2822 13.1731 7.1828  -0.721
41 O 5.4919 8.6672 5.7962  -0.728
42 C 6.3183 7.6165 6.2373  0.115
43 N 7.5453 8.2587 6.7131  -0.625
44 C 8.4564 7.5242 7.4629  0.668
45 O 8.1494 6.4253 7.9254  -0.629
46 C 9.8240 8.0933 7.7155  -0.197
47 C 10.8533 7.2394 8.1713  -0.113
48 C 12.0988 7.7984 8.4196  -0.262
49 C 12.1240 9.1670 8.6898  0.072
50 N 11.1349 10.0074 8.2962  -0.494
51 C 10.0589 9.4735 7.6826  0.081
52 H 4.5700 8.4384 5.7073  0.483
53 H 6.6026 6.9605 5.3728  0.145
54 H 5.8863 7.0465 7.0336  0.184
55 H 7.7306 9.1294 6.3134  0.406
56 H 10.6650 6.1806 8.1612  0.238
57 H 12.9512 7.1575 8.4376  0.223
58 H 12.9423 9.6425 9.2634  0.227
59 H 9.4073 10.2545 7.2462  0.219

## Properties
HOMO energy (spin up / spin down)   -3.7 / -3.7 eV
Energy above the lowest of the compared OMol25 structures with the same formula, charge and spin   82.0 kJ/mol
DFT total energy   -89447.77603 eV
Charge   -1
Gap between HOMO and LUMO (spin up / spin down)   5.459 / 5.463 eV
LUMO energy (spin up / spin down)   1.8 / 1.8 eV

Formula: CHO3Yb
Source: OMol25
Level of theory: wB97M-V/def2-TZVPD

Last column: natural (NBO) charge in e.
Cartesian coordinates (Å):
1 O -1.6083 -0.0164 0.3100  -0.607
2 C -0.4736 0.4131 0.0562  0.937
3 O 0.2351 -0.6870 -0.4112  -0.933
4 O 0.3453 1.1867 0.6407  -0.858
5 H -0.7234 -1.3377 -0.3296  0.592
6 Yb 2.2248 0.4412 -0.2661  1.869

## Properties
HOMO energy   -14.3 eV
Energy above the lowest of the compared OMol25 structures with the same formula, charge and spin   0.0 kJ/mol
DFT total energy   -38717.39525 eV
Charge   +1
Gap between HOMO and LUMO   8.192 eV
LUMO energy   -6.2 eV

Formula: C32H36CoN4O2Si2
Source: OMol25
Level of theory: wB97M-V/def2-TZVPD

Last column: natural (NBO) charge in e.
Cartesian coordinates (Å):
1 Co -0.2332 0.0404 -0.4855  0.970
2 C -0.7542 2.7350 -2.3374  -1.154
3 Si -1.0800 3.0568 -0.5129  1.836
4 C 0.1160 4.4022 0.0909  -1.130
5 C -2.8428 3.8070 -0.4496  -1.131
6 N -0.9712 1.5750 0.3593  -0.988
7 C -1.2888 1.4031 1.6501  0.268
8 C -1.8006 2.4242 2.4830  -0.293
9 C -2.1876 2.1799 3.7803  -0.231
10 C -2.0816 0.8837 4.3065  -0.256
11 C -1.5520 -0.1298 3.5435  -0.242
12 C -1.1004 0.0821 2.2161  0.180
13 N -0.5266 -0.8472 1.4532  -0.991
14 Si 0.2718 -2.2763 1.9361  1.852
15 C 2.1172 -2.4051 1.5009  -1.111
16 C 0.3279 -2.7329 3.7943  -1.132
17 C -0.5784 -3.7312 1.0447  -1.129
18 H -0.7571 3.6715 -2.9047  0.215
19 H -1.5241 2.0783 -2.7521  0.236
20 H 0.2147 2.2495 -2.4873  0.284
21 H 0.0903 5.2729 -0.5698  0.214
22 H 1.1364 4.0082 0.0984  0.259
23 H -0.1161 4.7365 1.1051  0.223
24 H -2.8286 4.8679 -0.7169  0.214
25 H -3.2977 3.7130 0.5395  0.226
26 H -3.4906 3.2889 -1.1615  0.228
27 H -1.8906 3.4272 2.0832  0.196
28 H -2.5774 2.9868 4.3909  0.185
29 H -2.4163 0.6789 5.3178  0.185
30 H -1.4794 -1.1253 3.9581  0.201
31 H 2.6914 -1.7311 2.1392  0.259
32 H 2.3435 -2.1345 0.4696  0.211
33 H 2.4679 -3.4297 1.6593  0.207
34 H 0.6315 -1.8671 4.3883  0.241
35 H 1.0643 -3.5247 3.9566  0.217
36 H -0.6329 -3.0927 4.1753  0.210
37 H -0.2198 -3.8176 0.0149  0.230
38 H -1.6590 -3.5741 0.9973  0.237
39 H -0.3849 -4.6818 1.5520  0.208
40 N 0.7490 -1.2495 -1.6353  -0.865
41 C 0.2927 -2.2809 -2.5014  0.168
42 C 1.2320 -2.9452 -3.2846  -0.233
43 C 0.8685 -3.9536 -4.1598  -0.225
44 C -0.4757 -4.2782 -4.2695  -0.245
45 C -1.4127 -3.6101 -3.5034  -0.201
46 C -1.0698 -2.6166 -2.5704  -0.045
47 C -2.1189 -1.9513 -1.7588  -0.038
48 C -3.3507 -2.6250 -1.6553  -0.232
49 C -4.4708 -2.0359 -1.1049  -0.279
50 C -4.3743 -0.7255 -0.6589  -0.218
51 C -3.1382 -0.0993 -0.6598  -0.258
52 C -1.9463 -0.6891 -1.1273  -0.251
53 H 1.2038 -0.4585 -2.1686  0.454
54 H 1.5198 -1.5951 -1.0750  0.395
55 H 2.2726 -2.6496 -3.2027  0.213
56 H 1.6167 -4.4617 -4.7559  0.193
57 H -0.7951 -5.0493 -4.9619  0.190
58 H -2.4537 -3.8619 -3.6494  0.201
59 H -3.4299 -3.6574 -1.9759  0.183
60 H -5.3971 -2.5940 -1.0155  0.184
61 H -5.2478 -0.2139 -0.2655  0.185
62 H -3.0955 0.8962 -0.2367  0.201
63 O 2.0826 0.9616 -2.3775  -0.790
64 C 2.3955 1.1626 -1.1529  0.533
65 N 1.6220 0.7419 -0.0907  -0.714
66 C 2.2642 1.0350 1.1063  0.581
67 O 1.8712 0.7457 2.2553  -0.716
68 C 3.5022 1.7362 0.7712  -0.200
69 C 4.5100 2.2726 1.5619  -0.169
70 C 5.5882 2.8909 0.9485  -0.311
71 C 5.6628 2.9682 -0.4650  -0.292
72 C 4.6710 2.4325 -1.2623  -0.199
73 C 3.5776 1.8114 -0.6521  -0.150
74 H 4.4444 2.2005 2.6430  0.201
75 H 6.3801 3.3284 1.5481  0.177
76 H 6.5171 3.4622 -0.9190  0.176
77 H 4.7316 2.4879 -2.3447  0.195

## Properties
HOMO energy (spin up / spin down)   0.9 / -1.9 eV
2S+1   4
DFT total energy   -97210.52292 eV
Charge   -2
Gap between HOMO and LUMO (spin up / spin down)   3.777 / 6.528 eV
LUMO energy (spin up / spin down)   4.7 / 4.6 eV

Among the records above, which one has the highest charge?
C47H46AsI2MoN11O2

Among the records above, which one has the lowest DFT total energy?
C47H46AsI2MoN11O2

Among the records above, which one has the highest charge?
C47H46AsI2MoN11O2

Which formula does entry 1 have?
C47H46AsI2MoN11O2